#A
Below is a structure of composition C35H30N5O5PS2Ta, with properties calculated with ωB97M-V/def2-TZVPD.

Geometry (Å):
Ta  11.11820  12.16135  11.19840
O  6.38078  14.82663  14.27384
C  7.31969  14.24791  13.51567
C  7.15540  13.01782  12.84186
C  8.24226  12.46448  12.21628
N  9.37270  13.10561  12.21485
C  9.61585  14.25170  12.81214
C  8.56719  14.89259  13.49818
C  11.06493  14.65083  12.83842
O  11.51112  15.70699  13.22186
O  11.80576  13.62160  12.31315
C  8.33682  11.01972  11.56633
O  7.38715  10.31292  11.60845
O  9.52484  10.76099  11.14494
H  5.61894  14.17107  14.27856
H  6.30826  12.32356  12.91250
H  8.68792  15.82393  13.93889
S  12.12925  10.56296  12.79926
C  12.37957  9.12708  11.92493
C  12.42739  7.91267  12.62572
N  12.39057  6.93633  13.22992
C  12.56303  9.11916  10.58979
S  12.54783  10.61078  9.75104
C  13.01155  7.85075  10.04003
N  13.40932  6.78573  9.87557
C  9.94212  9.52610  5.58805
C  10.40608  10.81461  5.36541
C  10.33010  11.75546  6.34958
C  9.82307  11.40610  7.60425
C  9.48288  10.06430  7.90038
C  9.49287  9.12873  6.87940
P  9.83664  12.60535  8.92351
C  8.18199  13.36203  9.13792
C  7.03607  12.55674  9.02892
C  5.77611  13.03911  9.45635
C  5.70593  14.32708  9.94656
C  6.84357  15.11833  10.08362
C  8.07162  14.66949  9.60933
C  11.11646  13.72924  8.70219
C  11.32870  14.83793  7.83545
C  12.50925  15.55894  7.88382
C  13.43104  15.33424  8.96399
C  13.11461  14.37476  9.89137
C  12.01306  13.49423  9.73176
H  9.83564  8.72444  4.81706
H  10.79703  11.25126  4.45547
H  10.55006  12.82025  6.12437
H  9.34146  9.85626  8.94702
H  9.24514  8.07037  7.07194
H  7.09784  11.56865  8.60776
H  4.87631  12.41047  9.28852
H  4.76511  14.82783  10.13631
H  6.79040  16.18965  10.36493
H  8.93546  15.35560  9.61222
H  10.57761  15.03334  6.99825
H  12.69298  16.27895  7.13978
H  14.40897  15.90890  8.92966
H  13.76809  14.24722  10.71226
C  8.87074  5.29316  16.23893
C  8.09923  6.54375  16.70354
N  8.26904  7.71489  15.87090
C  9.73761  8.21045  15.94248
C  10.67075  6.94522  15.78114
N  9.81794  5.82406  15.13998
C  9.10051  6.39317  13.92468
C  8.03968  7.32490  14.50439
H  8.28143  4.49445  15.87846
H  9.59452  4.91778  17.05539
H  8.41448  6.84337  17.72156
H  7.04316  6.28706  16.70853
H  10.01063  8.64859  16.96333
H  9.96021  8.94716  15.21204
H  11.03263  6.51451  16.72822
H  11.56052  7.04699  15.15664
H  10.48883  5.04072  14.90140
H  8.59650  5.58005  13.37475
H  9.88837  6.92502  13.32550
H  7.05551  6.83987  14.53111
H  7.96451  8.17552  13.87190

- gap between HOMO and LUMO (eV) = 6.862
- charge = +1
- M (g/mol) = 876.7

---

#B
Below is a structure of composition C35H30N5O5PS2Ta, with properties calculated with ωB97M-V/def2-TZVPD.

Geometry (Å):
Ta  1.05436  0.58808  0.17956
O  -3.48623  4.15576  2.63612
C  -2.53615  3.41288  2.13814
C  -2.87974  2.15541  1.58788
C  -1.86867  1.37973  1.06661
N  -0.57643  1.81925  1.08370
C  -0.27629  2.91455  1.75653
C  -1.21066  3.79295  2.26243
C  1.20132  3.02300  1.90072
O  1.72948  4.05878  2.24776
O  1.81571  1.91078  1.53941
C  -1.96940  -0.02684  0.51414
O  -3.01480  -0.62032  0.42550
O  -0.78134  -0.45792  0.21226
H  -4.41104  3.82774  2.42522
H  -3.88202  1.78464  1.61662
H  -0.80504  4.66032  2.75948
S  3.16492  -0.22863  1.29099
C  3.39899  -1.92496  0.85236
C  4.02027  -2.72580  1.84263
N  4.34091  -3.37753  2.74841
C  2.71122  -2.48707  -0.11933
S  1.50508  -1.59168  -0.99521
C  2.71058  -3.91108  -0.35112
N  2.69573  -5.06267  -0.33831
C  -0.79094  -1.97017  -5.65175
C  0.41087  -1.32425  -5.59647
C  0.66029  -0.39275  -4.56329
C  -0.29222  -0.13160  -3.57658
C  -1.48808  -0.88030  -3.54888
C  -1.72832  -1.77177  -4.59537
P  0.16986  1.02689  -2.28000
C  -1.04838  2.38139  -2.24241
C  -2.39688  2.16912  -2.57049
C  -3.31437  3.21907  -2.41589
C  -2.88813  4.36656  -1.79815
C  -1.54649  4.60508  -1.54670
C  -0.63657  3.61664  -1.78193
C  1.72644  1.79751  -2.55854
C  2.31628  2.54723  -3.58888
C  3.42523  3.31631  -3.29931
C  3.93884  3.35764  -1.97979
C  3.31943  2.64208  -0.97253
C  2.17519  1.83345  -1.23076
H  -0.97264  -2.63426  -6.47885
H  1.16638  -1.28645  -6.39838
H  1.63038  0.17859  -4.56550
H  -2.16368  -0.84449  -2.71549
H  -2.65325  -2.34669  -4.55947
H  -2.73949  1.24370  -2.97844
H  -4.33689  3.17962  -2.78041
H  -3.56971  5.21109  -1.68012
H  -1.32682  5.61861  -1.30874
H  0.39862  3.84107  -1.61755
H  2.03023  2.46228  -4.61043
H  3.97239  3.78086  -4.11747
H  4.80966  3.95316  -1.87888
H  3.74817  2.73859  0.02555
C  -1.30837  -4.26134  4.14700
C  -1.55474  -2.77470  3.97393
N  -0.62353  -2.22680  3.00595
C  0.67546  -2.14977  3.63729
C  1.05155  -3.49988  4.24876
N  0.12032  -4.48190  3.66276
C  0.06847  -4.37297  2.15230
C  -0.49553  -3.00707  1.79915
H  -1.94049  -4.88701  3.45138
H  -1.40540  -4.65737  5.16409
H  -1.44356  -2.25715  4.92588
H  -2.57588  -2.64878  3.62304
H  0.65997  -1.39628  4.42184
H  1.40391  -1.87430  2.87340
H  0.83291  -3.53269  5.29963
H  2.08691  -3.79543  3.99927
H  0.44411  -5.43151  3.85734
H  -0.52523  -5.25630  1.82303
H  1.05992  -4.56111  1.75212
H  -1.38678  -3.02556  1.20459
H  0.19985  -2.47529  1.15662

- gap between HOMO and LUMO (alpha / beta) (eV) = 6.977 / 6.978
- charge = +1
- M (g/mol) = 876.7

---

The data favor #B; the next most stable structure lies 0.0276 hartree above it.

---

#A
Below is the ion CH5N2 with charge +1, with properties calculated with ωB97M-V/def2-TZVPD.

Geometry (Å):
H  -1.54435  -1.09834  -0.34915
N  -1.64688  -0.13330  -0.03007
C  -0.61211  0.45183  0.18334
N  0.79181  -0.06278  0.00125
H  -0.46067  1.47452  0.31797
H  1.44741  0.60832  0.35232
H  1.06469  -0.33015  -0.89643
H  0.96010  -0.91011  0.42078

- gap between HOMO and LUMO (eV) = 12.374
- charge = +1
- SMILES = [H]/N=C\[NH3+]
- M (g/mol) = 45.1

---

#B
Below is a cluster of 2 separate species, CH5N2 in total, with properties calculated with ωB97M-V/def2-TZVPD.

Geometry (Å):
C  -0.56266  -0.08112  0.27060
N  0.42696  -0.34848  1.01239
N  -0.53056  0.24959  -1.01557
H  -1.57502  -0.12391  0.58842
H  0.63509  -0.54667  1.97251
H  2.45010  0.13869  0.40755
H  -1.25651  0.44682  -1.76749
H  0.41259  0.26509  -1.46840

- gap between HOMO and LUMO (alpha / beta) (eV) = 10.138 / 7.914
- charge = +1
- M (g/mol) = 45.1

---

The data favor #A; the next most stable structure lies 0.1219 hartree above it.